[1]
{
  "formula": "C24H34AuNOSi",
  "method": "wB97M-V/def2-TZVPD",
  "spin_multiplicity": 3,
  "charge": -2,
  "homo_energy_ev": [2.88, -0.59],
  "orbital_gap_ha": [0.0703, 0.1974],
  "species": ["Au", "C", "C", "C", "H", "C", "C", "H", "H", "H", "H", "C", "C", "C", "H", "C", "C", "H", "H", "H", "H", "O", "C", "C", "C", "C", "C", "H", "H", "H", "H", "H", "H", "H", "H", "H", "H", "C", "Si", "C", "C", "N", "C", "C", "C", "C", "C", "C", "H", "H", "H", "H", "H", "H", "H", "H", "H", "H", "H", "H", "H", "H"],
  "xyz": [[-0.10, 0.24, -1.04], [1.11, -1.74, -1.45], [-0.25, -2.14, -1.42], [-0.91, -1.55, -2.50], [-0.70, -2.75, -0.65], [0.02, -0.76, -3.21], [1.27, -0.91, -2.57], [2.20, -0.46, -2.89], [1.86, -2.01, -0.73], [-1.95, -1.64, -2.72], [-0.18, -0.18, -4.09], [1.09, 1.84, 0.32], [1.92, 1.53, -0.77], [1.27, 1.96, -1.95], [2.86, 1.02, -0.71], [0.04, 2.53, -1.60], [-0.08, 2.45, -0.19], [-0.93, 2.74, 0.40], [1.26, 1.58, 1.34], [1.65, 1.87, -2.95], [-0.67, 2.97, -2.28], [-2.31, 0.56, -1.01], [-3.37, 1.22, -1.82], [-4.40, 0.25, -1.23], [-3.11, 1.12, -3.29], [-3.56, 2.65, -1.35], [-3.29, -0.25, -0.31], [-4.75, -0.49, -1.94], [-5.25, 0.71, -0.74], [-3.36, 0.04, 0.73], [-3.04, -1.31, -0.36], [-3.96, 1.51, -3.85], [-2.96, 0.08, -3.60], [-2.23, 1.69, -3.58], [-4.59, 2.95, -1.51], [-2.92, 3.34, -1.91], [-3.33, 2.74, -0.30], [3.93, -2.21, 0.16], [2.93, -0.91, 1.17], [3.23, -1.75, 2.85], [4.24, 0.47, 1.22], [1.00, -0.57, 0.79], [0.26, -0.61, 2.03], [-1.00, -1.21, 2.12], [-1.66, -1.29, 3.36], [-1.09, -0.74, 4.51], [0.15, -0.10, 4.44], [0.80, -0.03, 3.22], [4.96, -2.31, 0.58], [4.04, -1.90, -0.90], [3.45, -3.21, 0.23], [4.30, -2.06, 2.89], [3.10, -1.09, 3.72], [2.61, -2.65, 2.94], [4.63, 0.78, 0.22], [3.90, 1.34, 1.80], [5.15, 0.05, 1.70], [-1.44, -1.66, 1.25], [-2.62, -1.78, 3.43], [-1.59, -0.80, 5.47], [0.60, 0.34, 5.32], [1.74, 0.50, 3.21]]
}

[2]
{
  "formula": "C24H34CdCl2N9O2",
  "method": "wB97M-V/def2-TZVPD",
  "charge": 1,
  "homo_energy_ev": -10.20,
  "orbital_gap_ha": 0.2750,
  "species": ["Cd", "N", "C", "C", "N", "C", "C", "N", "C", "C", "N", "H", "H", "H", "H", "H", "H", "H", "H", "H", "H", "H", "H", "H", "H", "H", "H", "H", "H", "C", "N", "C", "C", "N", "C", "C", "C", "C", "C", "C", "N", "C", "N", "C", "C", "C", "C", "C", "C", "N", "H", "H", "H", "H", "H", "H", "H", "H", "H", "H", "H", "H", "H", "H", "H", "Cl", "C", "Cl", "C", "O", "O", "H"],
  "xyz": [[-0.56, -0.99, 0.69], [-3.02, -1.70, 0.44], [-3.28, -3.17, 0.26], [-2.18, -3.71, -0.61], [-0.78, -3.43, -0.11], [0.24, -3.60, -1.22], [0.22, -2.43, -2.18], [0.47, -1.15, -1.48], [-0.43, -4.35, 1.02], [-0.58, -3.77, 2.43], [0.03, -2.43, 2.58], [-3.69, -1.21, 1.08], [-3.09, -1.23, -0.45], [-4.24, -3.39, -0.20], [-3.30, -3.63, 1.25], [-2.31, -3.27, -1.60], [-2.28, -4.80, -0.77], [-0.04, -4.57, -1.71], [1.24, -3.72, -0.78], [-0.74, -2.37, -2.71], [0.95, -2.67, -2.97], [0.09, -0.37, -2.02], [1.48, -0.99, -1.33], [0.61, -4.71, 0.87], [-0.96, -5.30, 0.94], [-0.24, -4.58, 3.14], [-1.65, -3.68, 2.60], [1.03, -2.53, 2.54], [-0.17, -2.03, 3.52], [-1.64, 2.20, 1.49], [-0.86, 1.07, 2.08], [0.43, 1.49, 2.66], [1.65, 1.05, 1.88], [1.75, 0.01, 1.09], [3.11, -0.13, 0.74], [3.77, -1.24, 0.27], [5.17, -1.30, 0.42], [5.88, -0.19, 0.91], [5.25, 0.93, 1.48], [3.87, 0.95, 1.32], [2.86, 1.66, 2.04], [-1.74, 2.09, -0.01], [-1.73, 0.96, -0.71], [-1.95, 1.34, -2.08], [-2.34, 0.59, -3.18], [-2.71, 1.33, -4.32], [-2.47, 2.68, -4.46], [-2.13, 3.48, -3.34], [-1.92, 2.80, -2.15], [-1.95, 3.20, -0.79], [-1.21, 3.19, 1.74], [-2.67, 2.09, 1.84], [-1.45, 0.74, 2.84], [0.52, 1.05, 3.68], [0.58, 2.58, 2.79], [3.31, -2.12, -0.15], [5.65, -2.20, 0.12], [6.98, -0.35, 0.98], [5.82, 1.73, 1.93], [3.06, 2.58, 2.47], [-2.50, -0.49, -3.25], [-3.11, 0.80, -5.22], [-2.60, 3.17, -5.43], [-2.06, 4.59, -3.36], [-1.72, 4.14, -0.51], [2.29, 6.06, 1.61], [1.04, 6.17, 0.36], [-0.59, 6.84, 0.94], [0.77, 4.79, -0.37], [0.43, 4.80, -1.57], [0.94, 3.77, 0.34], [1.39, 6.88, -0.38]]
}

[3]
{
  "formula": "C24H34CeN6S3Se",
  "method": "wB97M-V/def2-TZVPD",
  "charge": 2,
  "homo_energy_ev": [-13.72, -13.72],
  "orbital_gap_ha": [0.2195, 0.2212],
  "species": ["Ce", "C", "C", "N", "C", "C", "N", "C", "C", "C", "N", "C", "C", "N", "C", "H", "H", "H", "H", "H", "H", "H", "H", "H", "H", "H", "H", "H", "H", "H", "H", "H", "H", "H", "H", "H", "H", "H", "H", "S", "C", "S", "C", "N", "N", "C", "C", "C", "C", "C", "C", "S", "H", "H", "H", "H", "H", "Se", "C", "C", "C", "C", "C", "C", "H", "H", "H", "H", "H"],
  "xyz": [[-0.63, -0.08, -0.10], [-3.20, -1.42, -3.02], [-2.53, -0.09, -3.35], [-1.28, 0.27, -2.62], [0.01, -0.24, -3.28], [0.27, -1.72, -2.91], [0.71, -1.79, -1.49], [0.79, -3.18, -0.91], [-0.39, -3.77, -0.17], [-0.68, -3.35, 1.28], [-1.05, -1.93, 1.56], [-2.51, -1.73, 1.85], [-3.42, -2.07, 0.68], [-3.09, -1.18, -0.45], [-3.92, -1.55, -1.69], [-2.52, -2.25, -3.15], [-3.96, -1.57, -3.79], [-3.24, 0.72, -3.19], [-2.31, -0.09, -4.46], [-1.25, 1.28, -2.71], [0.79, 0.39, -2.88], [-0.01, -0.21, -4.34], [1.01, -2.18, -3.55], [-0.62, -2.27, -2.91], [1.62, -1.39, -1.55], [1.69, -3.23, -0.28], [1.01, -3.86, -1.75], [-0.25, -4.85, -0.19], [-1.29, -3.61, -0.74], [0.20, -3.61, 1.87], [-1.51, -3.93, 1.64], [-0.56, -1.69, 2.41], [-2.68, -0.67, 2.12], [-2.75, -2.26, 2.75], [-4.50, -2.00, 0.94], [-3.25, -3.11, 0.38], [-3.39, -0.22, -0.22], [-4.87, -1.02, -1.66], [-4.25, -2.61, -1.65], [1.94, 3.74, -3.29], [0.89, 3.34, -2.15], [-0.89, 3.78, -2.06], [-1.02, 2.69, -0.66], [0.12, 2.24, -0.28], [1.19, 2.65, -0.98], [2.42, 2.98, -0.25], [3.57, 2.39, -0.59], [4.74, 2.80, 0.07], [4.69, 3.82, 1.01], [3.46, 4.41, 1.33], [2.31, 3.98, 0.69], [-2.42, 2.02, 0.05], [3.57, 1.61, -1.36], [5.66, 2.38, -0.15], [5.59, 4.17, 1.46], [3.31, 5.23, 2.06], [1.36, 4.49, 0.88], [1.86, -0.49, 0.87], [1.48, 0.22, 2.60], [0.87, 1.46, 2.80], [0.84, 2.03, 4.07], [1.39, 1.38, 5.15], [1.89, 0.09, 4.96], [1.93, -0.48, 3.69], [0.52, 2.09, 1.98], [0.40, 3.04, 4.12], [1.43, 1.84, 6.13], [2.28, -0.42, 5.81], [2.42, -1.42, 3.56]]
}

ΔE to the lowest compared entry with this formula, charge and spin per entry: 128.9; 94.1; 0.0 kJ/mol